Entry 1:
Density functional theory data (the ωB97M-V functional and the def2-TZVPD basis) for a cluster of 3 separate species, C3H11NO3 in total at a distorted geometry.

Summary:
HOMO level (eV): -9.20
Gap between HOMO and LUMO (eV): 4.71
ΔE to the lowest compared entry with this formula, charge and spin (kcal per mole): 227.0

```
! wB97M-V def2-TZVPD RIJCOSX def2/J DEFGRID3
* xyz 0 1
H -0.71210 1.77095 -0.86353
H -0.22634 -2.07005 0.11274
H 1.04854 2.03462 -1.37702
H -1.92610 0.36706 0.87286
C -0.46844 -1.29493 0.92308
N 0.64372 0.03740 -0.63546
C 0.19670 1.24322 -1.36414
C 0.49657 -0.18155 0.81182
H -0.51808 -1.84256 1.84823
H -2.24819 2.45517 1.33328
O 1.81665 -1.96933 -0.77373
H 2.66123 -2.06352 -1.30099
H 0.49764 0.85472 1.33613
H -0.16140 0.98305 -2.38854
O -1.90470 1.70205 0.91670
H 1.54898 -0.51129 1.06512
O -1.76240 -0.74923 0.69269
H 1.01771 -0.76579 -1.20923
*
```

---

Entry 2:
Density functional theory data (the ωB97M-V functional and the def2-TZVPD basis) for an isolated molecule of H5NOSi2 at a distorted geometry.

Summary:
HOMO level (eV): -9.81
Gap between HOMO and LUMO (eV): 10.37
ΔE to the lowest compared entry with this formula, charge and spin (kcal per mole): 0.0

```
! wB97M-V def2-TZVPD RIJCOSX def2/J DEFGRID3
* xyz 0 1
H 2.00656 1.50119 0.69548
H 0.23198 -1.76368 0.80547
Si -1.22922 0.01163 -0.07713
N 0.10658 -0.71040 0.72206
H -2.21597 0.33737 0.97455
O -0.20500 1.13544 -0.76782
H -1.81308 -0.97331 -1.01007
Si 1.22188 0.46918 -0.05219
H 1.89628 -0.00742 -1.29035
*
```

---

Entry 3:
Density functional theory data (the ωB97M-V functional and the def2-TZVPD basis) for an isolated molecule of C27H29N3O4.

Summary:
HOMO level (eV): -8.36
Gap between HOMO and LUMO (eV): 8.96
SMILES string: C#Cc1ccc([C@@H]2C=C(C(=O)NCc3nc4ccccc4[nH]3)O[C@H](OCC)[C@H]2CCCO)cc1
ΔE to the lowest compared entry with this formula, charge and spin (kcal per mole): 96.1

```
! wB97M-V def2-TZVPD RIJCOSX def2/J DEFGRID3
* xyz 0 1
H -4.24485 -1.90304 -0.23046
C -6.34032 -1.71386 -2.32099
H -1.41487 0.82895 1.36439
C -7.03895 -1.98944 -3.47873
C 4.37424 1.39412 0.25862
H 1.11524 0.66842 -1.74995
O -2.61895 -1.31690 0.85450
C 1.22680 4.04611 3.59077
C 0.93494 1.31578 3.23763
H 0.86424 4.20726 1.49620
N -3.69977 -4.14582 -2.42131
H -6.64219 -0.92306 -1.65081
H 2.04581 4.53166 8.02162
C -0.53612 0.60459 0.78189
H 3.89349 0.27016 -3.58505
H 3.37953 -1.98891 -2.65640
H 0.33907 2.41233 0.07988
C 1.87136 0.89702 0.27073
H 2.80926 2.81464 0.53530
H 1.63906 -1.66316 -2.82959
C 1.34964 3.19019 4.68294
O 2.67986 -0.62574 -1.36897
H 0.81261 0.25070 3.09805
C 4.67541 1.48512 1.75682
C -5.23065 -2.49971 -2.05404
H 5.11052 1.99732 -0.28065
H 2.22159 0.21499 1.04997
H 5.27402 3.33454 1.74170
O 0.56284 -0.96807 -0.64699
C -1.58523 -1.55604 0.24814
C 1.62102 3.70903 5.97143
H -7.22914 -3.19016 -5.23729
H 2.16985 0.58116 -3.81644
H -1.80350 -4.72565 -0.71065
H 1.28490 1.15168 5.34252
C -5.54451 -3.79985 -4.08698
H 2.90575 2.18259 -1.11442
C -4.82395 -3.54013 -2.92666
C 2.62014 -1.20345 -2.66793
C 2.92932 -0.19604 -3.77095
C -6.64764 -3.01384 -4.34420
H -2.68885 -3.93587 0.62899
C 2.97093 1.91234 -0.05831
H 4.47145 0.36172 -0.07425
H 2.95945 -0.70511 -4.73005
H 5.65553 1.03094 1.96379
C 0.96262 3.53318 2.33609
N -4.32728 -2.52240 -1.02663
C 0.58890 1.59198 0.76616
H 3.92010 0.95222 2.33760
N -1.33885 -2.72590 -0.36934
H -5.24162 -4.59101 -4.75390
C -3.44143 -3.52154 -1.30896
H -0.49117 -2.80522 -0.90829
C 1.84595 4.14765 7.06606
C 1.53682 0.03031 -0.94824
C 1.19545 1.81669 4.49598
H 1.34261 5.11038 3.73315
O 4.63684 2.80835 2.23820
H -7.91069 -1.40069 -3.72378
C -0.47643 -0.56703 0.14815
C -2.30071 -3.81213 -0.38878
C 0.82049 2.16566 2.14271
*
```

---

Entry 4:
Density functional theory data (the ωB97M-V functional and the def2-TZVPD basis) for a cluster of 2 separate species, C2H6ClNO2P in total at a distorted geometry.

Summary:
HOMO level (eV): -4.28
Gap between HOMO and LUMO (eV): 7.64
ΔE to the lowest compared entry with this formula, charge and spin (kcal per mole): 17.1

```
! wB97M-V def2-TZVPD RIJCOSX def2/J DEFGRID3
* xyz -1 1
Cl 2.89355 -1.29580 -0.77046
P -1.66444 -0.61610 -0.09650
C 0.29629 0.18906 1.39447
H 1.31141 0.00661 -1.29932
H 0.43008 1.24529 1.74133
O -2.31032 -1.07314 1.15702
H 1.39641 -0.24557 1.45494
O -2.31519 -0.70170 -1.38106
C 0.35515 0.58824 -1.15898
H -0.54228 -0.33957 1.93518
H -0.19536 0.45071 -1.99206
H 0.65901 1.60660 -1.04528
N -0.31431 0.18537 0.06072
*
```